Molecular formula: C2H6N4O
Method: DFT, the ωB97M-V functional and the def2-TZVPD basis

Last columns: bonded neighbours and bond lengths (Å).
Element x y z (Å)
1 C -0.6550 1.1271 0.2783  H5 1.212, N10 1.346, N11 1.574
2 C 1.8499 0.6892 -0.1488  H8 1.178, N11 1.462, O13 1.161
3 H -1.2075 -1.1418 -0.1686  N9 1.021
4 H -2.9751 -1.0110 -0.0682  N9 1.088
5 H -0.3598 2.3017 0.2354  C1 1.212
6 H 0.4021 -1.6787 -0.6956  N12 1.185
7 H 1.3691 -1.4241 0.9551  N12 1.191
8 H 1.9331 1.8627 -0.0925  C2 1.178
9 N -2.0219 -0.5393 -0.2957  H3 1.021, H4 1.088, N10 1.396
10 N -1.9399 0.8178 0.0232  C1 1.346, N9 1.396
11 N 0.4832 0.1823 -0.2606  C1 1.574, C2 1.462, N12 1.449
12 N 0.3850 -1.1269 0.3528  H6 1.185, H7 1.191, N11 1.449
13 O 2.7369 -0.0591 -0.1149  C2 1.161

Calculated values
E_LUMO = 0.660 eV
HOMO energy = -8.5 eV
relative energy (zero: lowest compared OMol25 entry of this formula, charge and spin) = 131.9 kcal/mol
HOMO-LUMO gap = 9.18 eV
SMILES = N/N=C\N(N)C=O
total energy = -373.90014 a.u.

Molecular formula: C2H6N4O
Method: DFT, the ωB97M-V functional and the def2-TZVPD basis

Last columns: bonded neighbours and bond lengths (Å).
Element x y z (Å)
1 C -0.5487 -0.5952 0.5935  C2 1.449, N3 1.371, H8 1.154
2 C 0.6477 0.1999 0.4071  C1 1.449, N4 1.357, N5 1.400
3 N -1.5491 -0.6857 -0.3400  C1 1.371, N6 1.432, H9 1.046
4 N 0.9307 0.7235 -0.8121  C2 1.357, O7 1.309
5 N 1.4934 0.4193 1.5004  C2 1.400, H10 0.988, H11 1.046
6 N -1.5491 0.0604 -1.5627  N3 1.432, H12 1.003, H13 1.037
7 O 1.8551 1.6501 -0.8433  N4 1.309
8 H -0.6323 -0.9506 1.6877  C1 1.154
9 H -2.3370 -1.3705 -0.4034  N3 1.046
10 H 1.3791 -0.3124 2.1545  N5 0.988
11 H 2.3642 0.9937 1.4297  N5 1.046
12 H -0.6511 0.5020 -1.4929  N6 1.003
13 H -1.4030 -0.6346 -2.3186  N6 1.037

Calculated values
E_LUMO (spin up / spin down) = -0.331 / -0.160 eV
HOMO energy (spin up / spin down) = -7.8 / -7.5 eV
relative energy (zero: lowest compared OMol25 entry of this formula, charge and spin) = 126.2 kcal/mol
HOMO-LUMO gap (spin up / spin down) = 7.51 / 7.32 eV
SMILES = NN/C=C(/N)N=O
total energy = -373.90920 a.u.

Molecular formula: C2H6N4O
Method: DFT, the ωB97M-V functional and the def2-TZVPD basis

Last columns: bonded neighbours and bond lengths (Å).
Element x y z (Å)
1 C -1.0855 0.0109 -0.6474  H5 1.170, N10 1.263, N11 1.516
2 C 0.9368 -0.4537 0.7318  H8 1.271, N11 1.456, O13 1.243
3 H -0.5541 0.8199 2.0652  N9 1.122
4 H -1.8450 2.1392 1.6119  N9 1.048
5 H -1.3283 -0.4729 -1.6844  C1 1.170
6 H 1.6877 -1.7540 -1.3923  N12 1.131
7 H 1.2394 -0.0795 -2.4379  N12 1.098
8 H 2.1933 -0.5251 0.9104  C2 1.271
9 N -1.2857 1.2903 1.3566  H3 1.122, H4 1.048, N10 1.348
10 N -1.6813 0.7460 0.1888  C1 1.263, N9 1.348
11 N 0.3854 -0.3545 -0.6124  C1 1.516, C2 1.456, N12 1.575
12 N 1.0054 -1.0102 -1.9035  H6 1.131, H7 1.098, N11 1.575
13 O 0.3318 -0.3564 1.8134  C2 1.243

Calculated values
E_LUMO = 0.495 eV
HOMO energy = -7.8 eV
relative energy (zero: lowest compared OMol25 entry of this formula, charge and spin) = 144.8 kcal/mol
HOMO-LUMO gap = 8.34 eV
SMILES = N/N=C\N(N)C=O
total energy = -373.87964 a.u.

Molecular formula: C2H6N4O2
Method: DFT, the ωB97M-V functional and the def2-TZVPD basis

Last columns: bonded neighbours and bond lengths (Å).
Element x y z (Å)
1 C 1.1859 0.2991 -1.6836  C2 1.321, H9 1.086, H10 1.112
2 C 1.0283 -1.0126 -1.7101  C1 1.321, H11 1.099, H12 1.091
3 N -0.9608 -0.7719 2.5274  N4 1.216, H13 1.020
4 N -1.6206 -0.4309 1.5640  N3 1.216, N5 1.304, H14 0.990
5 N -1.4956 0.4341 0.5965  N4 1.304, N6 1.422
6 N -0.2911 1.1805 0.4743  N5 1.422, O7 1.192, O8 1.233
7 O -0.4619 2.1007 -0.2637  N6 1.192
8 O 0.7386 0.7933 1.0301  N6 1.233
9 H 2.0677 0.8508 -1.3727  C1 1.086
10 H 0.3529 1.0297 -1.7825  C1 1.112
11 H 0.0239 -1.4323 -1.8578  C2 1.099
12 H 1.9312 -1.6182 -1.7948  C2 1.091
13 H 0.0434 -0.6353 2.6437  N3 1.020
14 H -2.5421 -0.7872 1.6292  N4 0.990

Calculated values
E_LUMO = -0.711 eV
HOMO energy = -9.8 eV
relative energy (zero: lowest compared OMol25 entry of this formula, charge and spin) = 177.7 kcal/mol
HOMO-LUMO gap = 9.12 eV
total energy = -449.03805 a.u.

Molecular formula: C2H6N4O2
Method: DFT, the ωB97M-V functional and the def2-TZVPD basis

Last columns: bonded neighbours and bond lengths (Å).
Element x y z (Å)
1 C -0.3713 0.5773 -0.2851  C2 1.530, N10 1.420, N11 1.331
2 C 0.6441 1.7074 -0.1054  C1 1.530, O13 1.361, O14 1.314
3 H 2.2125 -1.4631 -0.0060  N9 1.099
4 H 1.5437 -1.7164 1.6045  N9 1.000
5 H -0.1267 -1.4317 -0.4420  N10 1.026
6 H -2.5724 -0.5477 0.3002  N12 0.998
7 H -3.2152 -0.3800 -1.1297  N12 1.074
8 H 1.9364 0.4557 0.5081  O13 0.988
9 N 1.5138 -1.1488 0.7820  H3 1.099, H4 1.000, N10 1.543
10 N 0.2034 -0.6512 0.1362  C1 1.420, H5 1.026, N9 1.543
11 N -1.5777 0.7542 -0.8196  C1 1.331, N12 1.391
12 N -2.2603 -0.4446 -0.6423  H6 0.998, H7 1.074, N11 1.391
13 O 1.9402 1.3742 0.1450  C2 1.361, H8 0.988
14 O 0.1296 2.9148 -0.0459  C2 1.314

Calculated values
E_LUMO = 0.271 eV
HOMO energy = -8.8 eV
relative energy (zero: lowest compared OMol25 entry of this formula, charge and spin) = 91.5 kcal/mol
HOMO-LUMO gap = 9.08 eV
SMILES = N/N=C(\NN)C(=O)O
total energy = -449.17533 a.u.

Molecular formula: C2H6N4O2
Method: DFT, the ωB97M-V functional and the def2-TZVPD basis

Last columns: bonded neighbours and bond lengths (Å).
Element x y z (Å)
1 C 0.9143 0.4677 0.5291  H5 1.141, N10 1.339, N11 1.324
2 C -1.1299 -0.2356 -0.7169  H7 1.041, N10 1.412, N12 1.247
3 H -1.3432 2.2131 0.0069  N9 0.978
4 H -1.4405 1.7355 1.6879  N9 1.126
5 H 1.4044 1.4978 0.5606  C1 1.141
6 H 1.4935 -2.3689 0.9705  O13 0.955
7 H -2.1387 -0.3874 -0.5098  C2 1.041
8 H 1.0582 -1.4032 -1.4158  O14 1.002
9 N -0.9001 1.6855 0.7011  H3 0.978, H4 1.126, N10 1.378
10 N -0.3952 0.4853 0.2496  C1 1.339, C2 1.412, N9 1.378
11 N 1.6800 -0.5557 0.8728  C1 1.324, O13 1.467
12 N -0.7076 -0.7512 -1.7713  C2 1.247, O14 1.430
13 O 0.8013 -1.7291 0.8143  H6 0.955, N11 1.467
14 O 0.7035 -0.6539 -1.9789  H8 1.002, N12 1.430

Calculated values
E_LUMO = 0.722 eV
HOMO energy = -8.9 eV
relative energy (zero: lowest compared OMol25 entry of this formula, charge and spin) = 126.8 kcal/mol
HOMO-LUMO gap = 9.61 eV
SMILES = NN(/C=N\O)/C=N\O
total energy = -449.11904 a.u.

Molecular formula: C2H6N4O2
Method: DFT, the ωB97M-V functional and the def2-TZVPD basis

Last columns: bonded neighbours and bond lengths (Å).
Element x y z (Å)
1 C 0.0261 -0.0266 0.1479  C2 1.506, N10 1.438, N11 1.285
2 C 0.9164 -0.5679 -0.9390  C1 1.506, O13 1.341, O14 1.248
3 H -0.0396 1.0154 2.3497  N9 1.134
4 H -0.9958 2.7630 1.5528  no bonds
5 H 1.0050 1.6792 -0.3030  N10 1.029
6 H -2.8086 -0.9032 0.6430  N12 0.878
7 H -2.2113 0.6497 1.0207  N12 1.082
8 H -0.3644 -1.7094 -0.9011  O13 0.970
9 N 0.1316 1.8513 1.6036  H3 1.134, N10 1.359
10 N 0.2531 1.3813 0.3338  C1 1.438, H5 1.029, N9 1.359
11 N -1.0177 -0.7672 0.2616  C1 1.285, N12 1.386
12 N -2.1518 -0.4303 0.9843  H6 0.878, H7 1.082, N11 1.386
13 O 0.5210 -1.8014 -1.2871  C2 1.341, H8 0.970
14 O 1.8856 0.0296 -1.4502  C2 1.248

Calculated values
E_LUMO = 0.024 eV
HOMO energy = -8.8 eV
relative energy (zero: lowest compared OMol25 entry of this formula, charge and spin) = 115.0 kcal/mol
HOMO-LUMO gap = 8.79 eV
total energy = -449.13789 a.u.

Molecular formula: C2H6N4O2
Method: DFT, the ωB97M-V functional and the def2-TZVPD basis

Last columns: bonded neighbours and bond lengths (Å).
Element x y z (Å)
1 C -0.9214 -0.2558 0.2041  N9 1.425, N10 1.232, N11 1.559
2 C 1.3252 0.7592 -0.0069  N11 1.680, N12 1.368, O13 1.290
3 H -3.1215 0.3442 -0.1689  N9 1.156
4 H -1.9065 1.6548 -0.2089  N9 1.068
5 H -1.6437 -1.5028 -1.3090  N10 1.142
6 H 0.1303 1.2183 1.5099  N11 0.962
7 H 3.0276 -0.5592 -0.9313  N12 1.209
8 H 0.6375 -1.4791 0.3310  O14 1.055
9 N -2.0284 0.6325 0.0747  C1 1.425, H3 1.156, H4 1.068
10 N -0.8663 -1.2588 -0.5090  C1 1.232, H5 1.142
11 N 0.1769 0.3302 1.1423  C1 1.559, C2 1.680, H6 0.962
12 N 2.0162 -0.3871 -0.2913  C2 1.368, H7 1.209, O14 1.398
13 O 1.4947 1.9966 -0.3309  C2 1.290
14 O 1.6793 -1.4931 0.4943  H8 1.055, N12 1.398

Calculated values
E_LUMO = 0.532 eV
HOMO energy = -9.2 eV
relative energy (zero: lowest compared OMol25 entry of this formula, charge and spin) = 118.7 kcal/mol
HOMO-LUMO gap = 9.78 eV
SMILES = [H]/N=C(\N)NC(=O)NO
total energy = -449.13207 a.u.

Molecular formula: C2H6N4OS
Method: DFT, the ωB97M-V functional and the def2-TZVPD basis

Last columns: bonded neighbours and bond lengths (Å).
Element x y z (Å)
1 C -0.1686 -0.1301 -0.0609  C2 1.529, N10 1.375, N11 1.277
2 C 1.1089 -0.9641 0.0405  C1 1.529, O13 1.211, S14 1.773
3 H -2.5195 0.2993 0.5904  N9 1.006
4 H -2.7701 0.0381 -0.9595  N9 1.005
5 H -1.1530 -1.9187 0.0509  N10 1.006
6 H 1.0059 2.0971 1.0808  N12 1.016
7 H 0.7520 2.7405 -0.3482  N12 0.993
8 H 3.3090 -1.4263 -0.1944  S14 1.374
9 N -2.5560 -0.4336 -0.0979  H3 1.006, H4 1.005, N10 1.394
10 N -1.2648 -0.9492 -0.1946  C1 1.375, H5 1.006, N9 1.394
11 N -0.3330 1.1363 -0.0345  C1 1.277, N12 1.428
12 N 0.8877 1.8648 0.0990  H6 1.016, H7 0.993, N11 1.428
13 O 1.0127 -2.1543 0.2406  C2 1.211
14 S 2.6888 -0.1999 -0.2121  C2 1.773, H8 1.374

Calculated values
E_LUMO = 0.174 eV
HOMO energy = -8.8 eV
relative energy (zero: lowest compared OMol25 entry of this formula, charge and spin) = 64.4 kcal/mol
HOMO-LUMO gap = 9.02 eV
SMILES = N/N=C(/NN)C(=O)S
total energy = -772.19558 a.u.

Molecular formula: C2H6N4OS
Method: DFT, the ωB97M-V functional and the def2-TZVPD basis

Last columns: bonded neighbours and bond lengths (Å).
Element x y z (Å)
1 C 1.7122 0.0298 -0.1761  N9 1.360, N10 1.273, S14 1.807
2 C -1.8372 -0.2911 -0.1446  N11 1.391, N12 1.379, O13 1.214
3 H 0.1675 1.3552 0.0225  N9 1.024
4 H 1.6380 1.9999 -0.5457  N9 1.008
5 H 3.3023 -1.0219 -0.0411  N10 1.018
6 H -0.8779 -1.3728 -1.5634  N11 1.007
7 H -1.0533 -0.1925 1.7489  N12 1.013
8 H -2.5187 0.6478 1.4756  N12 1.027
9 N 1.0528 1.1838 -0.4628  C1 1.360, H3 1.024, H4 1.008
10 N 2.9815 -0.0604 -0.1348  C1 1.273, H5 1.018
11 N -0.7957 -1.0933 -0.5994  C2 1.391, H6 1.007, S14 1.691
12 N -1.6344 0.3028 1.0828  C2 1.379, H7 1.013, H8 1.027
13 O -2.8108 -0.0810 -0.8381  C2 1.214
14 S 0.6738 -1.4061 0.1762  C1 1.807, N11 1.691

Calculated values
E_LUMO = 0.556 eV
HOMO energy = -9.6 eV
relative energy (zero: lowest compared OMol25 entry of this formula, charge and spin) = 0.7 kcal/mol
HOMO-LUMO gap = 10.12 eV
SMILES = [H]/N=C(/N)SNC(N)=O
total energy = -772.29708 a.u.